Entry 1:
C3H6N2OS | the ωB97M-V functional and the def2-TZVPD basis

As for the total energy: -19069.3333 eV. As for the total charge: 0. For the energy relative to the best compared isomer or geometry (same formula, charge and spin), the calculation gives 65.3 kcal/mol. The calculation puts the HOMO energy at -6.8 eV. The LUMO energy is 0.6 eV.

Positions of all 13 atoms, in Å:
C: 0.7433 -0.0464 -0.7200
C: -1.3757 0.1775 0.0726
C: -0.4615 0.4193 1.2050
N: -0.5193 0.2676 -1.0647
N: 0.8304 -0.1129 0.6294
O: 2.9892 -1.2516 -0.9207
S: 2.0511 -0.5449 -1.7867
H: -1.6130 -0.9500 0.0615
H: -2.3074 0.7159 0.0076
H: -0.2832 1.5919 1.1881
H: -0.7533 -0.0322 2.1850
H: -1.0063 0.1508 -1.9727
H: 1.7059 -0.3851 1.1156

Entry 2:
C3H6N2OS | the ωB97M-V functional and the def2-TZVPD basis

As for the total energy: -19063.3753 eV. As for the total charge: 0. For the energy relative to the best compared isomer or geometry (same formula, charge and spin), the calculation gives 88.8 kcal/mol. The expectation value of S² is 2.01. The calculation puts the HOMO energy (spin up / spin down) at -4.8 / -9.1 eV. The LUMO energy (spin up / spin down) is 0.5 / -2.8 eV. As for the spin multiplicity: 3.

Positions of all 13 atoms, in Å:
C: -0.6889 -0.7494 0.7493
C: 0.4116 1.2239 -0.3382
C: -1.1363 0.6244 1.2012
N: -0.4139 1.6974 0.4818
N: 0.6472 -1.3354 -1.5789
O: 2.1540 -0.6916 0.2503
S: 0.6903 -0.5335 -0.0808
H: -0.8305 -1.7479 1.2737
H: 0.9826 1.8225 -1.0411
H: -2.2084 0.8812 0.9549
H: -0.8789 0.7990 2.3188
H: -0.1611 -0.8863 -2.1548
H: 1.4322 -1.1043 -2.0363

Entry 3:
C3H6N2OS2 | the ωB97M-V functional and the def2-TZVPD basis

As for the SMILES: N/N=C1/OCSCS1. As for the total energy: -29904.6808 eV. As for the total charge: 0. For the energy relative to the best compared isomer or geometry (same formula, charge and spin), the calculation gives 61.0 kcal/mol. The calculation puts the HOMO energy at -8.5 eV. The LUMO energy is 0.6 eV.

Positions of all 14 atoms, in Å:
C: 0.4252 -0.2935 0.9280
C: -1.8051 -0.6122 0.0735
C: -0.1792 0.9147 -1.5457
H: 1.8955 1.1833 3.2147
H: 2.2813 1.3158 1.5738
H: -2.0764 0.3991 0.5076
H: -2.5909 -1.3382 0.2119
H: -0.5601 1.8605 -1.1300
H: 0.1980 1.0523 -2.5318
N: 1.8610 0.7720 2.3221
N: 0.8242 -0.0422 2.0934
O: -0.6417 -1.1499 0.7255
S: -1.4692 -0.3674 -1.7128
S: 1.2532 0.3402 -0.4931

Entry 4:
C3H6N2S | the ωB97M-V functional and the def2-TZVPD basis

As for the SMILES: C=CN(N)C=S. As for the total energy: -17021.5641 eV. As for the total charge: 0. For the energy relative to the best compared isomer or geometry (same formula, charge and spin), the calculation gives 57.1 kcal/mol. The calculation puts the HOMO energy at -8.5 eV. The LUMO energy is 0.1 eV.

Positions of all 12 atoms, in Å:
C: 0.1677 -0.9865 -0.1009
C: 1.4373 -1.2908 0.0097
C: -1.6377 0.6120 0.0874
H: 0.8431 1.6540 0.7417
H: 0.2751 2.0302 -0.8087
H: -0.6226 -1.7391 -0.1040
H: 1.6388 -2.3801 -0.1011
H: 2.2450 -0.6036 0.2419
H: -1.7546 1.6239 0.3547
N: 0.6546 1.2870 -0.1390
N: -0.3498 0.2866 -0.1182
S: -2.8969 -0.4936 -0.0636

Entry 5:
C3H6N2S | the ωB97M-V functional and the def2-TZVPD basis

As for the SMILES: NC(N)=CC=S. As for the total energy: -17023.0932 eV. As for the total charge: 0. For the energy relative to the best compared isomer or geometry (same formula, charge and spin), the calculation gives 21.9 kcal/mol. The calculation puts the HOMO energy at -7.4 eV. The LUMO energy is 0.4 eV.

Positions of all 12 atoms, in Å:
C: -0.4791 0.1220 -0.2668
C: 0.9107 0.1347 -0.2728
C: 1.6758 -0.1054 0.8756
H: -2.1954 -0.1400 0.8596
H: -0.7684 -0.6054 1.6593
H: -0.6097 0.2830 -2.2947
H: -2.1241 0.4898 -1.4789
H: 1.4631 0.2952 -1.2236
H: 1.1600 -0.1599 1.8231
N: -1.1757 -0.1464 0.8754
N: -1.1207 0.2811 -1.4241
S: 3.2634 -0.4487 0.8680

Entry 6:
C3H6N2S2 | the ωB97M-V functional and the def2-TZVPD basis

As for the SMILES: C1=NSCCSN1. As for the total energy: -27855.9564 eV. As for the total charge: 0. For the energy relative to the best compared isomer or geometry (same formula, charge and spin), the calculation gives 72.4 kcal/mol. The calculation puts the HOMO energy at -8.5 eV. The LUMO energy is 0.7 eV.

Positions of all 13 atoms, in Å:
C: 0.3392 -1.2327 0.3275
C: -0.9502 -1.4876 -0.3231
C: 0.0678 2.0494 -0.2025
H: 0.3394 -0.4803 1.2831
H: 0.8160 -2.3564 0.7642
H: -1.6452 -2.0529 0.2883
H: -0.7692 -1.8926 -1.3979
H: 0.4417 3.1397 -0.0357
H: 1.8757 1.6003 0.6535
N: -1.0780 1.6606 -0.4314
N: 1.1438 1.1194 0.1418
S: -2.0498 0.1908 -0.3262
S: 1.4689 -0.2578 -0.7417

Entry 7:
C3H6N2S2 | the ωB97M-V functional and the def2-TZVPD basis

As for the SMILES: CSN=C=N.C=S. As for the total energy: -27855.8682 eV. As for the total charge: 0. For the energy relative to the best compared isomer or geometry (same formula, charge and spin), the calculation gives 74.5 kcal/mol. The calculation puts the HOMO energy at -8.7 eV. The LUMO energy is -0.5 eV.

Positions of all 13 atoms, in Å:
C: 1.6329 2.0961 0.2366
C: -2.9663 -0.3660 0.2586
C: 1.1558 -1.8089 -0.5202
N: 2.1283 3.2183 0.4015
N: 1.3337 0.9317 -0.0197
S: -4.4067 -1.0088 0.6016
S: 0.7912 -0.4761 0.7762
H: -2.9121 0.4704 -0.4574
H: 1.5436 4.0094 0.2002
H: -1.9514 -0.9637 0.3604
H: 2.2165 -1.5215 -0.8638
H: 0.3170 -1.9182 -1.1101
H: 1.1176 -2.6628 0.1363

Entry 8:
C3H6N2S2 | the ωB97M-V functional and the def2-TZVPD basis

As for the SMILES: CN/N=C/SC=S. As for the total energy: -27854.3286 eV. As for the total charge: 0. For the energy relative to the best compared isomer or geometry (same formula, charge and spin), the calculation gives 110.0 kcal/mol. The calculation puts the HOMO energy at -8.1 eV. The LUMO energy is -0.1 eV.

Positions of all 13 atoms, in Å:
C: -2.3022 0.0553 -0.2439
C: 0.6472 0.9094 0.3158
C: 2.9493 -0.3662 -0.0448
H: -2.5829 0.6171 -1.1053
H: -2.5666 0.9226 0.6199
H: -3.0975 -0.8515 -0.0340
H: -1.0911 -1.5296 -0.5188
H: -0.1275 1.5453 0.9180
H: 2.3180 -1.0872 0.3206
N: -1.0292 -0.8085 0.0568
N: 0.2478 -0.2768 -0.0278
S: 2.1723 1.2989 -0.1989
S: 4.4623 -0.4287 -0.0576

Entry 9:
C3H6N2S2 | the ωB97M-V functional and the def2-TZVPD basis

As for the SMILES: CNN(C=S)C=S. As for the total energy: -27855.7921 eV. As for the total charge: 0. For the energy relative to the best compared isomer or geometry (same formula, charge and spin), the calculation gives 76.2 kcal/mol. The calculation puts the HOMO energy at -9.0 eV. The LUMO energy is -1.0 eV.

Positions of all 13 atoms, in Å:
C: -0.9145 -0.8527 -1.2925
C: 1.5338 0.6404 0.1959
C: -0.2923 -0.0081 1.6751
H: -1.8274 -1.2552 -0.5643
H: 0.1538 -1.4642 -1.0693
H: -1.2526 -0.6993 -2.3542
H: -0.0807 1.1387 -1.1484
H: 1.9252 0.8732 1.1893
H: 0.5110 -0.1742 2.3879
N: -0.6785 0.4293 -0.6126
N: 0.1944 0.3014 0.4119
S: 2.5058 0.9895 -1.0798
S: -1.7779 0.0811 2.2610

Entry 10:
C3H6N2S3 | the ωB97M-V functional and the def2-TZVPD basis

As for the SMILES: SNC1=NSCCS1. As for the total energy: -38692.8156 eV. As for the total charge: 0. For the energy relative to the best compared isomer or geometry (same formula, charge and spin), the calculation gives 40.0 kcal/mol. The calculation puts the HOMO energy at -8.0 eV. The LUMO energy is 0.7 eV.

Positions of all 14 atoms, in Å:
C: -0.7708 -0.6474 -0.1521
C: 1.9912 0.4090 0.6218
C: 1.2434 1.1685 -0.3542
H: -3.9306 0.0379 -0.6938
H: -2.1035 -2.1586 0.0164
H: 1.7253 0.7340 1.6123
H: 3.0850 0.5834 0.5639
H: 1.3859 0.9425 -1.3814
H: 1.3116 2.2685 -0.1909
N: -2.0941 -1.2025 -0.3754
N: 0.2081 -1.5073 -0.1622
S: -3.3094 -0.2997 0.4064
S: 1.8571 -1.4125 0.1250
S: -0.5990 1.0842 -0.0357

Entry 11:
C3H6N2S3 | the ωB97M-V functional and the def2-TZVPD basis

As for the total energy: -38692.0602 eV. As for the total charge: 0. For the energy relative to the best compared isomer or geometry (same formula, charge and spin), the calculation gives 57.4 kcal/mol. The calculation puts the HOMO energy at -8.0 eV. The LUMO energy is 0.5 eV.

Positions of all 14 atoms, in Å:
C: -1.8104 -1.3562 0.6911
C: -1.2525 -0.5833 -0.4884
C: 1.0660 0.9180 -0.1345
H: -1.8677 -2.4382 0.5334
H: -2.7426 -0.7814 0.7763
H: -1.0212 -1.1142 1.5307
H: -1.5468 -0.9310 -1.5460
H: 0.0646 2.5912 0.3671
H: 4.4650 0.4579 -0.3510
N: -0.0181 1.6868 0.1354
N: 2.2597 1.1401 0.2662
S: -1.4228 1.2791 -0.6334
S: 0.5511 -0.6569 -0.8953
S: 3.2757 -0.2119 -0.2516

Entry 12:
C3H6N2S3 | the ωB97M-V functional and the def2-TZVPD basis

As for the total energy: -38691.1252 eV. As for the total charge: 0. For the energy relative to the best compared isomer or geometry (same formula, charge and spin), the calculation gives 79.0 kcal/mol. The calculation puts the HOMO energy at -8.5 eV. The LUMO energy is -0.7 eV.

Positions of all 14 atoms, in Å:
C: 0.7339 1.7774 -0.1618
C: -2.2099 -0.3078 -0.5397
C: 1.0695 -0.7043 0.2201
H: 0.1285 1.9825 -1.3372
H: 2.0134 1.6801 -0.3036
H: 0.3679 2.7004 0.6511
H: -1.6274 -0.1806 -1.4640
H: -0.1353 -1.7935 1.3578
H: 1.3742 -2.6104 0.8420
N: 0.2110 0.4116 0.1663
N: 0.5195 -1.9530 0.5006
S: -1.3381 0.3285 0.8746
S: -3.7352 -0.6746 -0.3814
S: 2.6279 -0.6562 -0.4246